*w*
C8H16Br8 | ωB97M-V/def2-TZVPD

- structure (SMILES) = BrCCBr.BrCCBr.BrCCBr.BrCCBr
- HOMO level (eV) = -10.10
- LUMO (eV) = 0.279
- HOMO-LUMO gap (eV) = 10.38

Each line ends with the Löwdin charge.
Positions of all 32 atoms, in Å:
Br (-0.637, -1.082, 1.650)  0.61
Br (1.268, -1.273, -1.387)  0.70
Br (-4.155, 3.523, 0.729)  0.60
Br (0.552, -6.616, -1.282)  0.62
Br (-5.055, 5.392, 3.663)  0.61
Br (4.443, -2.067, -4.617)  0.64
Br (-0.234, 3.332, 0.487)  0.66
Br (3.188, -4.729, 0.337)  0.59
C (2.773, -2.083, -3.628)  -0.72
C (1.257, -4.416, 0.371)  -0.71
C (-3.309, 5.261, 2.818)  -0.71
C (0.240, 1.560, 1.125)  -0.70
C (-1.026, 0.829, 1.466)  -0.69
C (2.910, -1.167, -2.446)  -0.66
C (-3.402, 5.205, 1.321)  -0.71
C (0.656, -4.703, -0.974)  -0.74
H (0.745, 1.072, 0.298)  -0.01
H (-2.771, 6.133, 3.181)  0.06
H (1.966, -1.780, -4.286)  0.06
H (3.735, -1.396, -1.783)  0.06
H (2.607, -3.116, -3.338)  0.04
H (0.844, -5.077, 1.126)  0.05
H (1.201, -3.375, 0.667)  -0.03
H (-4.044, 5.981, 0.918)  0.05
H (0.931, 1.707, 1.947)  0.06
H (-0.380, -4.370, -0.957)  0.06
H (-2.820, 4.379, 3.223)  0.05
H (-1.738, 0.880, 0.650)  0.04
H (1.210, -4.264, -1.792)  0.00
H (2.952, -0.129, -2.759)  0.05
H (-1.494, 1.135, 2.394)  0.06
H (-2.412, 5.252, 0.877)  0.01


*x*
C8H16Br8 | ωB97M-V/def2-TZVPD

- structure (SMILES) = BrCCBr.BrCCBr.BrCCBr.BrCCBr
- HOMO level (eV) = -10.06
- LUMO (eV) = 0.275
- HOMO-LUMO gap (eV) = 10.34

Each line ends with the Löwdin charge.
Positions of all 32 atoms, in Å:
Br (-10.945, 5.382, 10.011)  0.60
Br (-10.259, 2.179, 18.846)  0.62
Br (-7.991, 0.383, 7.223)  0.55
Br (-11.952, 5.350, 15.945)  0.62
Br (-6.969, 4.734, 8.131)  0.65
Br (-9.861, 8.065, 12.321)  0.64
Br (-9.102, -1.718, 13.725)  0.55
Br (-10.539, 1.724, 10.945)  0.62
C (-9.811, 0.055, 13.039)  -0.64
C (-7.734, 2.354, 6.836)  -0.60
C (-9.885, 6.173, 12.535)  -0.75
C (-11.274, 3.600, 16.505)  -0.66
C (-11.486, 3.472, 18.091)  -0.70
C (-9.510, 5.381, 11.305)  -0.70
C (-9.935, -0.094, 11.510)  -0.62
C (-7.432, 2.874, 8.250)  -0.77
H (-10.210, 3.585, 16.327)  0.02
H (-6.894, 2.526, 6.119)  0.07
H (-11.245, 4.457, 18.545)  0.04
H (-8.685, 2.725, 6.480)  0.05
H (-10.895, 6.004, 12.935)  0.02
H (-9.046, -0.305, 10.954)  0.04
H (-11.676, 2.792, 15.916)  0.05
H (-10.804, 0.179, 13.430)  0.04
H (-9.224, 5.970, 13.377)  0.05
H (-6.527, 2.428, 8.622)  0.03
H (-9.164, 0.887, 13.324)  0.05
H (-8.243, 2.678, 8.930)  0.01
H (-12.513, 3.226, 18.270)  0.04
H (-9.303, 4.357, 11.504)  0.00
H (-8.651, 5.785, 10.837)  0.02
H (-10.695, -0.744, 11.101)  0.05


Which is most stable, and by how much? *w*, by 63.6 kJ/mol.


*w*
C3H6O2S2 | ωB97M-V/def2-TZVPD

- structure (SMILES) = CC[C@H]1SS1(=O)=O
- HOMO level (eV) = -10.15
- LUMO (eV) = -0.454
- HOMO-LUMO gap (eV) = 9.70

Each line ends with the Löwdin charge.
Positions of all 13 atoms, in Å:
S (1.966, 0.501, -0.004)  0.45
S (1.941, -1.584, 0.020)  0.71
O (2.825, 1.151, 0.918)  -0.32
O (1.700, 1.326, -1.157)  -0.32
C (-0.635, -0.552, -0.488)  -0.33
C (-1.707, 0.321, 0.083)  -0.11
C (0.543, -0.422, 0.469)  -0.68
H (-0.699, -1.646, -0.785)  0.12
H (-0.411, -0.026, -1.465)  0.12
H (-2.128, -0.182, 1.057)  0.12
H (-1.167, 1.240, 0.390)  0.10
H (-2.525, 0.475, -0.544)  0.05
H (0.297, -0.601, 1.507)  0.10


*x*
C3H6O2S2 | ωB97M-V/def2-TZVPD

- structure (SMILES) = O=C(O)[C@H](S)CS
- HOMO level (eV) = -9.48
- LUMO (eV) = 0.482
- HOMO-LUMO gap (eV) = 9.97

Each line ends with the Löwdin charge.
Positions of all 13 atoms, in Å:
S (-1.184, 0.496, 1.843)  0.71
S (-0.099, -1.911, -0.604)  0.76
O (0.658, 1.943, -0.607)  0.10
O (0.296, 0.643, -2.325)  0.12
C (0.562, 0.843, -1.059)  -0.58
C (0.560, 0.010, 1.423)  -0.53
C (0.782, -0.377, -0.071)  -0.59
H (-1.315, -1.595, -0.217)  -0.16
H (-1.185, 1.606, 1.126)  -0.16
H (1.273, 0.802, 1.610)  0.07
H (0.698, -0.876, 2.023)  0.05
H (0.139, -0.277, -2.573)  0.08
H (1.871, -0.567, -0.095)  0.12


Which is most stable, and by how much? *x*, by 248.7 kJ/mol.


*w*
C3H6O2S2 | ωB97M-V/def2-TZVPD

- structure (SMILES) = COC(=O)SSC
- HOMO level (eV) = -8.80
- LUMO (eV) = 0.673
- HOMO-LUMO gap (eV) = 9.47

Each line ends with the Löwdin charge.
Positions of all 13 atoms, in Å:
S (-0.120, -0.856, -2.523)  0.52
S (-0.920, 0.833, -1.864)  0.62
O (-0.901, 1.072, 0.857)  -0.14
O (-0.366, -1.008, 0.147)  -0.03
C (-0.821, 0.713, 2.198)  -0.10
C (1.359, -0.698, -1.680)  -0.52
C (-0.655, 0.114, -0.150)  -0.76
H (2.111, -1.270, -2.310)  0.07
H (1.619, 0.268, -1.708)  -0.02
H (-0.790, 1.652, 2.719)  0.08
H (1.291, -1.022, -0.607)  0.06
H (-1.802, 0.242, 2.580)  0.12
H (-0.006, -0.040, 2.339)  0.11


*x*
C3H6O2S2 | ωB97M-V/def2-TZVPD

- HOMO level (spin up / spin down) (eV) = -6.65 / -6.77
- LUMO (spin up / spin down) (eV) = -0.934 / -0.834
- HOMO-LUMO gap (spin up / spin down) (eV) = 5.71 / 5.93

Each line ends with the Löwdin charge.
Positions of all 13 atoms, in Å:
S (-0.544, -0.732, 0.755)  1.00
S (-0.092, 0.914, -1.943)  0.70
O (-2.658, -0.756, 2.418)  0.12
O (0.510, -0.050, -0.893)  -0.92
C (0.510, 2.569, -1.526)  -0.39
C (-1.640, -0.999, 1.890)  -0.51
C (0.459, -2.206, 0.887)  -0.31
H (-0.354, 2.947, -0.874)  0.04
H (1.518, -1.883, 1.295)  0.10
H (1.467, 2.603, -1.159)  0.00
H (0.523, -2.822, -0.108)  0.10
H (0.368, 3.126, -2.462)  0.03
H (-0.067, -2.711, 1.720)  0.03


Which is most stable, and by how much? *w*, by 259.8 kJ/mol.


*w*
CH7N5 | ωB97M-V/def2-TZVPD

- HOMO level (eV) = -21.21
- LUMO (eV) = -11.214
- HOMO-LUMO gap (eV) = 9.99
- net charge = +2

Each line ends with the Löwdin charge.
Positions of all 13 atoms, in Å:
N (2.020, -0.981, 0.052)  0.18
N (-1.044, -0.355, -0.098)  0.13
N (-2.277, -0.623, -0.163)  0.27
N (-0.762, 0.925, 0.012)  0.08
N (1.706, 1.081, 0.027)  0.34
C (0.516, 1.417, 0.028)  -0.19
H (0.387, 2.549, 0.177)  0.22
H (1.129, -1.501, -0.170)  0.10
H (-2.945, -0.001, 0.151)  0.14
H (-2.595, -1.554, -0.433)  0.20
H (-1.477, 1.693, 0.165)  0.23
H (2.787, -1.214, -0.630)  0.14
H (2.554, -1.436, 0.882)  0.17


*x*
CH7N5 | ωB97M-V/def2-TZVPD

- HOMO level (spin up / spin down) (eV) = -19.70 / -19.63
- LUMO (spin up / spin down) (eV) = -10.317 / -12.276
- HOMO-LUMO gap (spin up / spin down) (eV) = 9.39 / 7.35
- net charge = +2

Each line ends with the Löwdin charge.
Positions of all 13 atoms, in Å:
N (0.249, -0.588, 1.175)  0.06
N (-0.325, 0.524, -3.487)  0.47
N (0.266, -0.063, 3.423)  0.22
N (0.579, -0.326, -1.144)  0.27
N (0.213, 0.107, 2.212)  0.00
C (-0.033, -0.034, -0.126)  -0.20
H (-0.115, -0.462, -3.623)  0.13
H (0.173, 1.267, -3.887)  0.12
H (0.268, -0.981, 3.862)  0.18
H (0.183, 0.884, 3.969)  0.24
H (-0.868, 0.643, -0.125)  0.14
H (-1.299, 0.613, -3.383)  0.12
H (0.709, -1.585, 1.134)  0.24


Which is most stable, and by how much? *w*, by 44.3 kJ/mol.


*w*
C16H28F2NO10PS2 | ωB97M-V/def2-TZVPD

- structure (SMILES) = CN(C)C(=O)CC(=O)O[C@](CC(=O)F)([PH2]=S)S(=O)(=O)F.CCOC(C)=O.CCOC(C)=O
- HOMO level (eV) = -9.24
- LUMO (eV) = 0.218
- HOMO-LUMO gap (eV) = 9.45

Each line ends with the Löwdin charge.
Positions of all 60 atoms, in Å:
S (-3.772, 1.124, -2.994)  0.58
S (-1.191, 0.293, -5.081)  0.22
P (-0.847, 1.388, -3.529)  0.42
F (-3.627, 0.877, 0.290)  0.16
F (-4.792, 1.547, -1.918)  -0.10
O (4.645, 2.801, 1.778)  0.01
O (-2.700, -1.089, 0.551)  0.16
O (-1.802, 3.077, 0.647)  0.19
O (-3.973, -0.248, -3.242)  -0.23
O (-3.077, -5.043, -0.040)  0.00
O (-2.005, -6.891, 0.444)  0.11
O (1.164, 2.389, 1.216)  0.15
O (-3.869, 2.070, -4.032)  -0.24
O (4.642, 0.905, 0.698)  0.08
O (-2.310, 2.616, -1.484)  -0.02
N (1.340, 0.940, -0.587)  -0.18
C (6.050, 0.951, 2.603)  0.02
C (-3.060, -6.345, 0.289)  -0.54
C (6.288, 4.248, 2.855)  -0.06
C (-4.268, -4.340, -0.404)  -0.23
C (-2.158, 1.382, -2.150)  -0.59
C (2.516, 1.188, -1.453)  -0.04
C (-4.365, -7.070, 0.527)  0.01
C (-5.024, -3.841, 0.809)  -0.06
C (4.923, 3.596, 2.935)  -0.23
C (0.076, 3.060, -0.767)  0.00
C (-1.393, 2.899, -0.465)  -0.41
C (0.917, 2.097, 0.082)  -0.45
C (5.049, 1.535, 1.637)  -0.51
C (-2.769, -0.060, -0.064)  -0.44
C (1.507, -0.209, 0.305)  -0.04
C (-1.870, 0.181, -1.254)  -0.08
H (2.328, -0.821, -0.034)  0.09
H (-4.890, -4.950, -1.061)  0.11
H (-1.983, -0.701, -1.866)  0.13
H (-4.251, -8.096, 0.186)  0.09
H (-0.851, 0.175, -0.891)  0.09
H (0.338, 4.047, -0.425)  0.14
H (6.452, 4.892, 3.719)  0.08
H (6.047, 1.418, 3.585)  0.07
H (6.365, 4.849, 1.949)  0.08
H (5.816, -0.101, 2.742)  0.09
H (-4.571, -7.074, 1.597)  0.09
H (0.300, 0.919, -2.867)  -0.02
H (-5.365, -4.662, 1.441)  0.07
H (-5.216, -6.645, 0.001)  0.07
H (7.088, 3.508, 2.822)  0.07
H (4.150, 4.361, 2.945)  0.13
H (-0.615, 2.756, -3.768)  0.01
H (1.705, 0.069, 1.332)  0.09
H (0.620, -0.832, 0.299)  0.08
H (2.459, 0.516, -2.298)  0.08
H (4.793, 3.009, 3.844)  0.12
H (7.044, 1.038, 2.167)  0.10
H (-5.895, -3.260, 0.503)  0.08
H (2.438, 2.193, -1.848)  0.09
H (-3.929, -3.492, -0.996)  0.12
H (-4.378, -3.210, 1.419)  0.07
H (0.329, 3.018, -1.816)  0.07
H (3.426, 1.046, -0.882)  0.06


*x*
C16H28F2NO10PS2 | ωB97M-V/def2-TZVPD

- structure (SMILES) = CN(C)C(=O)CC(=O)O[C@](CC(=O)F)([PH2]=S)S(=O)(=O)F.CCOC(C)=O.CCOC(C)=O
- HOMO level (eV) = -9.23
- LUMO (eV) = -0.959
- HOMO-LUMO gap (eV) = 8.27

Each line ends with the Löwdin charge.
Positions of all 60 atoms, in Å:
S (-3.950, 1.036, -3.122)  0.79
S (-1.370, 0.319, -5.187)  0.21
P (-0.993, 1.477, -3.677)  0.40
F (-5.245, 1.429, -2.088)  -0.21
F (-3.886, 0.943, 0.399)  0.06
O (-2.805, -1.053, 0.602)  0.09
O (-1.943, -6.875, 0.623)  0.09
O (-4.107, 1.959, -4.310)  -0.33
O (-1.883, 3.075, 0.574)  0.11
O (-3.090, -5.054, 0.091)  0.00
O (4.718, 2.777, 1.921)  0.01
O (1.183, 2.460, 1.146)  0.08
O (-2.506, 2.707, -1.618)  -0.06
O (-4.092, -0.419, -3.442)  -0.31
O (4.774, 0.981, 0.625)  0.06
N (1.538, 1.046, -0.811)  -0.21
C (2.790, 1.400, -1.558)  -0.08
C (0.052, 3.223, -0.905)  0.00
C (6.096, 0.855, 2.583)  0.02
C (0.983, 2.183, -0.063)  -0.35
C (5.128, 1.529, 1.649)  -0.49
C (-4.294, -7.095, 0.744)  0.00
C (-2.300, 1.434, -2.279)  -0.58
C (-4.300, -4.384, -0.295)  -0.23
C (-3.021, -6.346, 0.458)  -0.53
C (4.934, 3.448, 3.172)  -0.22
C (-5.056, -3.883, 0.920)  -0.07
C (-1.937, 0.209, -1.304)  -0.06
C (1.677, -0.188, 0.019)  -0.08
C (6.305, 4.092, 3.215)  -0.07
C (-1.503, 2.977, -0.629)  -0.32
C (-2.914, 0.016, -0.052)  -0.28
H (0.264, 1.018, -3.107)  0.00
H (5.860, -0.210, 2.615)  0.10
H (-3.996, -3.530, -0.904)  0.12
H (-4.166, -8.130, 0.422)  0.09
H (2.599, -0.785, -0.306)  0.10
H (0.348, 3.285, -2.007)  0.09
H (6.428, 4.781, 2.375)  0.09
H (-4.486, -7.072, 1.819)  0.10
H (4.170, 4.227, 3.237)  0.13
H (-0.771, 2.863, -4.024)  0.02
H (3.712, 1.219, -0.904)  0.07
H (-5.948, -3.329, 0.617)  0.08
H (-4.420, -3.227, 1.519)  0.08
H (2.802, 0.755, -2.522)  0.10
H (7.102, 3.350, 3.133)  0.07
H (0.298, 4.262, -0.454)  0.15
H (-2.033, -0.760, -1.935)  0.15
H (1.770, -0.008, 1.144)  0.10
H (-5.364, -4.704, 1.570)  0.07
H (0.763, -0.880, -0.131)  0.09
H (-5.161, -6.712, 0.211)  0.07
H (-4.912, -5.021, -0.939)  0.11
H (4.758, 2.774, 4.014)  0.12
H (2.675, 2.495, -1.899)  0.10
H (6.442, 4.645, 4.147)  0.08
H (-0.866, 0.215, -0.902)  0.11
H (7.110, 0.990, 2.202)  0.10
H (6.041, 1.213, 3.608)  0.07


Which is most stable, and by how much? *w*, by 341.3 kJ/mol.


*w*
C2H4O2S2 | ωB97M-V/def2-TZVPD

- structure (SMILES) = CS(=O)#CSO
- HOMO level (eV) = -9.10
- LUMO (eV) = -0.636
- HOMO-LUMO gap (eV) = 8.47

Each line ends with the Löwdin charge.
Positions of all 10 atoms, in Å:
S (-1.329, 0.067, 0.448)  0.73
S (0.503, 1.454, -1.465)  0.91
O (-2.111, -0.179, -0.764)  -0.56
O (2.065, 1.943, -1.374)  -0.47
C (0.191, 0.841, 0.038)  -0.62
C (-0.429, -1.460, 0.989)  -0.24
H (2.228, 2.699, -0.729)  0.09
H (-0.745, -2.084, 0.042)  0.09
H (-0.959, -1.939, 1.875)  0.07
H (0.587, -1.341, 0.941)  -0.01


*x*
C2H4O2S2 | ωB97M-V/def2-TZVPD

- structure (SMILES) = C=C=O.SOS
- HOMO level (eV) = -8.79
- LUMO (eV) = 0.289
- HOMO-LUMO gap (eV) = 9.08

Each line ends with the Löwdin charge.
Positions of all 10 atoms, in Å:
S (1.570, -0.389, 1.024)  0.71
S (3.364, 1.361, -0.421)  0.68
O (2.610, -0.072, -0.319)  -1.11
O (0.456, 1.877, -0.850)  0.06
C (-0.684, 1.596, -0.878)  -0.27
C (-1.822, 1.043, -0.812)  0.04
H (-2.286, 0.415, -1.580)  0.10
H (-2.405, 1.462, -0.103)  0.04
H (0.420, -0.381, 0.221)  -0.12
H (2.206, 2.022, -0.894)  -0.11


Which is most stable, and by how much? *x*, by 51.3 kJ/mol.